1) ORCA calculation (ωB97M-V/def2-TZVPD) on a cluster of 7 separate species, H14O6S in total.

Summary:
SMILES string	O.O.O.O.O.O.S
HOMO-LUMO gap	9.8	eV
charge	0
LUMO energy	0.006	hartree

Each line ends with the natural charge from an NBO analysis.
Atoms and positions in Å:
S: 1.67 1.61 -0.08  -0.292
O: 1.03 0.72 -3.11  -0.943
O: -1.68 0.23 -0.51  -1.000
O: 0.54 -1.58 -0.21  -0.973
O: -2.52 -2.24 -1.23  -0.954
O: 1.11 -0.88 3.03  -0.953
O: -1.28 0.57 2.14  -0.986
H: -1.52 0.33 0.46  0.510
H: 1.76 2.85 -0.42  0.146
H: -0.42 0.31 2.50  0.515
H: 0.37 1.44 -0.02  0.141
H: 0.14 0.80 -2.76  0.468
H: -2.75 -1.34 -0.94  0.478
H: 1.77 -0.44 2.46  0.481
H: 0.18 -0.70 -0.35  0.476
H: -2.55 0.63 -0.55  0.474
H: -1.75 0.98 2.87  0.490
H: -0.17 -2.21 -0.24  0.493
H: -2.12 -2.07 -2.10  0.467
H: 1.08 -1.72 2.56  0.487
H: 1.42 -0.03 -2.65  0.477



2) ORCA calculation (ωB97M-V/def2-TZVPD) on a cluster of 7 separate species, H14O6S in total.

Summary:
SMILES string	O.O.O.O.O.O.S
HOMO-LUMO gap	9.6	eV
charge	0
LUMO energy	-0.006	hartree

Each line ends with the natural charge from an NBO analysis.
Atoms and positions in Å:
S: -0.36 -0.64 3.71  -0.319
O: -2.40 1.92 -3.06  -0.964
O: 4.90 -0.11 -1.47  -0.941
O: -0.01 0.05 -1.61  -0.951
O: 2.21 -0.06 0.41  -0.952
O: -1.54 -2.87 0.59  -0.940
O: -2.21 2.37 2.57  -0.949
H: -0.52 -0.65 -2.03  0.469
H: -0.76 -3.10 0.05  0.473
H: 2.37 -0.99 0.55  0.458
H: -0.71 0.62 -1.27  0.490
H: -2.16 -2.45 0.00  0.469
H: -2.56 1.84 3.30  0.471
H: 5.13 0.20 -2.34  0.462
H: -3.12 1.26 -3.00  0.479
H: -0.70 -1.44 2.73  0.154
H: -2.70 2.82 -3.09  0.486
H: -1.32 2.04 2.42  0.478
H: 1.56 -0.15 -0.32  0.487
H: 3.93 -0.04 -1.44  0.477
H: 0.95 -0.62 3.30  0.164



Which of them is the most stable, and which is the least stable? 1) and 2), in that order.



1) ORCA calculation (ωB97M-V/def2-TZVPD) on a cluster of 14 separate species, C14H56N28O14 in total.

Summary:
HOMO-LUMO gap	8.4	eV
charge	0
LUMO energy	-0.015	hartree

Each line ends with the Mulliken charge.
Atoms and positions in Å:
O: -1.18 6.18 0.77  -0.697
O: 1.23 0.31 6.06  -0.610
O: -2.78 -1.53 5.07  -0.669
O: -0.54 0.68 2.86  0.348
O: -0.12 0.04 -1.85  -0.160
O: 0.38 -2.67 1.94  -0.098
O: 3.40 -0.28 -3.75  -0.621
O: -5.15 2.86 2.21  -0.672
O: -0.26 2.55 -6.08  -0.630
O: -2.52 2.53 -2.40  -0.630
O: 1.75 3.37 0.25  -0.696
O: -0.73 -1.62 -6.06  -0.670
O: -0.79 -4.73 -2.21  -0.720
O: 3.26 -4.46 0.09  -0.680
N: 2.84 0.46 -1.69  0.149
N: 0.30 -0.46 0.35  1.457
N: -1.16 1.18 -0.24  0.541
N: -0.89 2.96 2.85  -0.207
N: 0.67 1.40 -4.37  -0.061
N: 2.57 -1.49 6.43  -0.446
N: 2.34 1.60 1.55  -0.054
N: -2.29 1.57 4.01  -0.296
N: -2.61 5.57 -0.92  -0.405
N: 5.32 -3.94 0.92  -0.427
N: -4.20 -2.79 3.72  -0.534
N: -0.83 4.29 -0.49  0.152
N: -3.04 3.20 -4.53  -0.479
N: -0.53 -2.16 -3.82  -0.004
N: -2.50 -1.49 2.85  0.051
N: 5.02 0.61 -2.44  -0.514
N: -5.19 4.66 0.80  -0.416
N: -1.72 -3.48 -5.26  -0.402
N: 1.49 -1.19 4.40  -0.021
N: -2.24 1.08 -4.12  -0.417
N: 1.96 2.00 -6.17  -0.407
N: 1.01 -3.45 -1.67  -0.269
N: -4.07 2.86 0.18  -0.007
N: 0.53 -4.89 2.29  -0.396
N: -0.35 -3.54 3.92  -0.294
N: 3.41 -2.86 1.64  -0.050
N: 0.99 -5.65 -1.08  -0.381
N: 3.73 3.39 1.35  -0.465
C: -2.58 2.30 -3.61  0.475
C: -4.87 3.37 1.13  0.587
C: 3.73 0.20 -2.68  0.593
C: -0.31 0.22 -0.64  0.304
C: 2.55 2.81 0.97  0.399
C: 0.13 -3.65 2.65  0.189
C: -3.14 -1.93 3.97  0.741
C: 0.32 -4.62 -1.70  0.684
C: 1.69 -0.75 5.68  0.458
C: -1.18 1.68 3.24  0.057
C: 3.98 -3.83 0.86  0.539
C: -1.51 5.39 -0.09  0.612
C: -0.96 -2.35 -5.09  0.496
C: 0.72 2.02 -5.57  0.490
H: -3.83 3.42 -0.61  -0.002
H: 0.97 -0.60 3.76  -0.096
H: -4.56 5.06 0.12  0.215
H: -0.60 -2.62 4.24  0.065
H: 0.01 -1.35 -3.57  0.061
H: 2.00 2.03 -7.17  0.201
H: -2.50 0.71 4.49  0.098
H: 2.43 -2.47 6.30  0.187
H: -1.27 3.65 3.47  0.213
H: 1.51 0.99 -4.00  -0.043
H: -2.85 4.90 -1.63  0.098
H: 2.42 -2.71 1.67  -0.163
H: 2.87 -1.12 7.32  0.250
H: -1.25 3.68 -1.18  0.018
H: 5.75 0.02 -2.82  0.283
H: -1.22 1.44 0.73  -0.021
H: -4.28 -3.02 2.75  0.193
H: -2.02 0.42 -3.39  0.154
H: 4.05 4.25 0.95  0.273
H: 1.87 0.27 -1.90  -0.209
H: -4.30 -3.45 4.47  0.261
H: 3.95 -2.40 2.35  0.233
H: -2.90 2.37 4.08  0.191
H: 1.48 1.09 1.40  -0.150
H: -0.10 -4.26 4.58  0.226
H: -3.13 6.43 -0.88  0.249
H: -3.00 4.15 -4.20  0.212
H: 5.18 0.72 -1.44  0.189
H: 5.89 -3.43 1.57  0.142
H: -2.65 -1.73 1.89  0.173
H: -5.61 5.25 1.49  0.249
H: -2.37 0.96 -5.10  0.134
H: -2.92 3.00 -5.50  0.234
H: -3.54 2.01 0.23  0.098
H: 0.99 -5.07 1.41  0.180
H: 2.81 2.15 -5.65  0.169
H: 1.70 -2.12 4.08  0.165
H: 5.86 -4.49 0.28  0.243
H: -0.19 1.32 -3.86  -0.096
H: 0.05 -5.67 2.71  0.196
H: 4.44 2.82 1.76  0.143
H: 0.56 -6.56 -1.16  0.206
H: 0.02 -0.45 1.31  -0.505
H: 1.98 -5.48 -1.00  0.280
H: -1.85 -0.74 3.05  -0.404
H: 0.39 -2.67 -1.82  0.191
H: 0.98 -1.14 0.09  -0.530
H: -0.60 -3.00 -3.26  0.067
H: 2.88 1.27 2.33  0.255
H: -0.05 3.14 2.33  0.049
H: 0.06 4.01 -0.11  0.163
H: 1.79 -3.31 -1.06  0.171
H: -2.08 -3.93 -4.44  0.176
H: 3.11 0.84 -0.80  0.124
H: -1.80 -3.85 -6.19  0.230
H: -1.56 1.73 -0.98  -0.505



2) ORCA calculation (ωB97M-V/def2-TZVPD) on a cluster of 14 separate species, C14H56N28O14 in total.

Summary:
HOMO-LUMO gap	8.3	eV
charge	0
LUMO energy	-0.002	hartree

Each line ends with the Mulliken charge.
Atoms and positions in Å:
O: -28.75 12.47 5.48  -0.354
O: -26.89 18.27 12.06  -0.781
O: -23.62 12.20 4.98  -0.840
O: -29.87 19.65 6.91  -0.612
O: -26.49 12.03 8.47  -0.937
O: -25.89 18.26 2.75  -0.814
O: -32.05 16.42 4.77  -0.747
O: -27.38 13.26 1.32  -0.649
O: -33.44 18.22 10.81  -0.675
O: -30.91 14.08 8.68  -0.421
O: -24.29 15.39 5.04  -0.681
O: -26.90 17.20 7.48  -0.454
O: -24.31 19.84 8.86  -0.681
O: -29.34 14.66 3.22  0.224
N: -28.68 10.32 4.98  -0.375
N: -27.85 16.62 11.03  -0.136
N: -28.33 13.05 8.00  0.603
N: -26.28 17.70 10.09  -0.089
N: -27.86 15.54 6.19  1.860
N: -24.17 18.70 6.94  -0.116
N: -27.65 17.08 1.80  -0.287
N: -22.44 16.62 5.27  -0.401
N: -29.83 14.13 1.16  -0.288
N: -31.39 14.59 5.89  -0.064
N: -32.46 20.20 11.04  -0.376
N: -25.13 13.34 1.11  -0.427
N: -27.87 19.94 7.94  -0.272
N: -26.01 13.45 3.03  0.087
N: -22.28 14.52 4.78  -0.325
N: -22.72 20.22 7.37  -0.332
N: -30.90 15.83 2.10  -0.353
N: -29.08 16.89 7.33  0.465
N: -32.64 15.99 6.88  -0.286
N: -25.08 13.09 6.44  0.228
N: -32.91 13.83 9.63  -0.443
N: -24.68 11.02 6.49  -0.416
N: -29.23 21.64 7.66  -0.353
N: -31.40 14.33 10.92  -0.367
N: -26.69 16.29 3.52  0.680
N: -29.18 11.64 3.44  -0.350
N: -31.68 18.95 9.59  -0.125
N: -27.44 13.43 10.00  -0.338
C: -31.67 14.15 9.66  0.557
C: -27.05 17.60 11.08  0.695
C: -32.03 15.71 5.77  0.626
C: -32.63 19.06 10.53  0.576
C: -27.38 12.81 8.76  0.550
C: -24.41 12.10 5.88  0.654
C: -28.88 11.53 4.72  0.316
C: -27.83 16.57 6.99  0.825
C: -30.00 14.87 2.23  0.056
C: -29.09 20.35 7.51  0.430
C: -23.09 15.49 5.04  0.478
C: -26.26 13.28 1.75  0.558
C: -26.65 17.24 2.63  0.511
C: -23.77 19.61 7.78  0.412
H: -27.03 15.22 5.71  -0.879
H: -33.35 16.70 6.76  0.208
H: -27.88 17.93 1.31  0.255
H: -23.96 10.31 6.51  0.266
H: -31.05 16.45 2.89  0.212
H: -25.75 12.85 7.16  0.163
H: -31.59 14.11 6.76  0.188
H: -29.08 13.70 8.17  -0.265
H: -28.79 11.04 2.72  0.353
H: -26.63 13.24 10.57  0.206
H: -25.86 16.14 4.08  -0.212
H: -28.47 12.58 7.11  0.194
H: -28.89 9.74 4.17  0.174
H: -28.18 16.22 1.80  0.174
H: -30.44 14.32 11.23  0.160
H: -26.43 17.02 9.36  -0.153
H: -24.35 13.23 1.74  0.123
H: -29.16 13.37 1.17  0.298
H: -26.78 13.25 3.65  -0.221
H: -29.85 16.25 7.15  -0.220
H: -21.43 16.60 5.24  0.120
H: -32.83 20.25 11.98  0.235
H: -22.85 17.43 5.70  0.239
H: -32.22 14.50 11.49  0.176
H: -21.27 14.60 4.88  0.194
H: -23.88 19.06 6.04  0.426
H: -27.54 19.02 7.68  -0.022
H: -28.55 22.00 8.31  0.175
H: -27.51 20.20 8.84  0.265
H: -22.38 19.92 6.47  0.115
H: -24.96 13.65 0.17  0.231
H: -30.75 14.16 5.24  -0.231
H: -33.26 13.69 10.56  0.107
H: -31.03 19.65 9.26  0.146
H: -28.23 10.18 5.86  0.285
H: -27.40 15.58 3.44  -0.336
H: -29.21 12.62 3.22  -0.367
H: -30.02 22.14 7.28  0.273
H: -27.81 16.00 10.23  0.108
H: -24.83 14.06 6.35  0.009
H: -25.13 13.57 3.51  0.170
H: -25.09 18.29 7.00  -0.145
H: -22.17 20.91 7.88  0.244
H: -25.44 18.25 10.17  0.116
H: -31.75 20.84 10.72  0.167
H: -29.12 17.73 7.88  -0.279
H: -31.77 18.05 9.13  -0.007
H: -28.78 15.15 6.00  -0.754
H: -22.64 13.58 4.82  0.238
H: -31.42 15.93 1.24  0.144
H: -33.10 13.16 8.90  0.259
H: -28.32 13.84 10.26  -0.033
H: -25.29 11.13 7.29  0.191
H: -28.41 16.34 11.82  0.166
H: -30.21 14.43 0.27  0.163
H: -32.52 15.34 7.65  -0.035



Which of them is the most stable, and which is the least stable? 1) and 2), in that order.



1) ORCA calculation (ωB97M-V/def2-TZVPD) on a cluster of 3 separate species, C3H12NO4 in total.

Summary:
HOMO-LUMO gap	7.4	eV
charge	-1
LUMO energy	0.139	hartree

Each line ends with the natural charge from an NBO analysis.
Atoms and positions in Å:
O: -1.10 3.70 -0.08  -0.999
O: -0.63 -2.84 0.40  -0.750
O: -0.47 1.16 -0.31  -1.014
O: 0.09 -0.04 -2.69  -1.026
N: 1.60 -1.40 0.80  -0.879
C: 0.45 0.84 0.71  -0.088
C: -0.74 -1.43 0.21  -0.072
C: 0.34 -0.70 1.05  -0.084
H: 0.05 -0.81 2.16  0.138
H: -0.73 -1.30 -0.86  0.221
H: 2.38 -0.80 0.62  0.350
H: 0.02 0.48 -1.84  0.517
H: -1.64 -0.98 0.66  0.160
H: -0.08 1.38 1.51  0.139
H: 1.53 -2.00 -0.04  0.364
H: -0.31 -3.06 1.28  0.460
H: -0.46 3.02 0.18  0.491
H: 1.41 1.29 0.40  0.141
H: -1.34 3.07 -0.78  0.482
H: -0.37 0.40 -3.40  0.450



2) ORCA calculation (ωB97M-V/def2-TZVPD) on a cluster of 3 separate species, C3H12NO4 in total.

Summary:
HOMO-LUMO gap	8.2	eV
charge	-1
LUMO energy	0.148	hartree

Each line ends with the natural charge from an NBO analysis.
Atoms and positions in Å:
O: 0.96 0.00 0.87  -0.898
O: -0.13 -1.22 -2.00  -0.832
O: 1.92 -0.12 3.12  -1.031
O: 2.02 -0.06 -1.23  -1.061
N: -2.41 0.79 -0.63  -0.863
C: -0.97 0.37 -0.53  -0.083
C: -0.25 0.63 0.78  -0.054
C: -0.76 -1.20 -0.72  -0.104
H: -2.91 0.47 -1.39  0.354
H: 0.84 -0.88 -1.82  0.505
H: 1.96 0.69 2.61  0.458
H: 0.10 -1.67 0.03  0.199
H: -1.64 -1.83 -0.83  0.152
H: 1.45 -0.55 2.28  0.506
H: -0.86 0.49 1.60  0.141
H: 0.02 1.65 0.71  0.135
H: 2.21 0.74 -1.66  0.442
H: 1.79 0.20 -0.12  0.509
H: -0.49 0.84 -1.28  0.181
H: -2.87 0.65 0.23  0.341



Which of them is the most stable, and which is the least stable? 1) and 2), in that order.